Molecular formula: C3H5BrS
Method: DFT, ωB97M-V with the def2-TZVPD basis set

```
! RIJCOSX wB97M-V def2-TZVPD def2/J DEFGRID3
* xyz 0 1
C -0.056 0.893 1.068
C 0.475 0.085 -0.073
C -0.433 -0.837 -0.880
S 0.266 1.892 -0.432
Br 2.230 -0.492 0.030
H -1.163 0.813 1.390
H 0.530 0.864 1.908
H -0.394 -0.750 -1.932
H -1.368 -0.647 -0.482
H -0.087 -1.821 -0.597
*
```

Calculated values
* SMILES string: C[C@]1(Br)CS1
* relative energy (zero: lowest compared OMol25 entry of this formula, charge and spin): 56.1 kJ/mol
* E_tot: -84068.696 eV
* E_LUMO: 0.79 eV

=====

Molecular formula: C3H5BrS
Method: DFT, ωB97M-V with the def2-TZVPD basis set

```
! RIJCOSX wB97M-V def2-TZVPD def2/J DEFGRID3
* xyz 0 1
C 0.672 1.929 -0.473
C 0.503 0.746 -0.927
C -0.358 -1.478 0.057
S -0.353 -0.536 -1.521
Br 3.059 -0.396 0.234
H 1.580 2.328 -0.119
H -0.069 2.583 -0.126
H 0.647 -1.424 0.522
H -0.648 -2.539 0.130
H -0.947 -0.905 0.651
*
```

Calculated values
* relative energy (zero: lowest compared OMol25 entry of this formula, charge and spin): 275.3 kJ/mol
* E_tot: -84066.425 eV
* E_LUMO (spin up / spin down): -1.77 / -1.78 eV

=====

Molecular formula: C3H5BrS
Method: DFT, ωB97M-V with the def2-TZVPD basis set

```
! RIJCOSX wB97M-V def2-TZVPD def2/J DEFGRID3
* xyz 0 1
C -0.803 1.193 -1.294
C -1.087 0.276 -0.396
C -0.056 -0.385 0.424
S 0.301 -2.033 -0.471
Br -2.874 -0.172 0.194
H -1.642 1.514 -1.989
H 0.200 1.490 -1.413
H 0.884 0.027 0.309
H -0.117 -0.615 1.463
H -0.780 -1.821 -1.278
*
```

Calculated values
* SMILES string: C=C(Br)CS
* relative energy (zero: lowest compared OMol25 entry of this formula, charge and spin): 82.9 kJ/mol
* E_tot: -84068.419 eV
* E_LUMO: 0.66 eV

=====

Molecular formula: C3H5CdO4
Method: DFT, ωB97M-V with the def2-TZVPD basis set

```
! RIJCOSX wB97M-V def2-TZVPD def2/J DEFGRID3
* xyz 0 2
H -0.595 -0.666 -0.488
C -1.036 0.391 0.169
C 0.036 -0.280 0.983
O -2.311 -0.069 0.300
H -1.053 1.446 0.521
H -0.326 -1.070 1.652
H 0.467 0.428 1.705
Cd -3.635 -0.644 1.425
O 1.542 -0.507 0.171
C 1.558 0.218 -0.888
O 0.682 1.057 -1.173
O 2.084 -0.458 -1.913
H 2.587 0.154 -2.464
*
```

Calculated values
* relative energy (zero: lowest compared OMol25 entry of this formula, charge and spin): 511.3 kJ/mol
* E_tot: -15938.909 eV
* E_LUMO (spin up / spin down): 0.50 / -1.68 eV

=====

Molecular formula: C3H5Cl
Method: DFT, ωB97M-V with the def2-TZVPD basis set

```
! RIJCOSX wB97M-V def2-TZVPD def2/J DEFGRID3
* xyz 0 1
C 0.152 -0.569 0.709
C -0.948 -0.880 1.245
C 0.123 0.393 -0.461
Cl -1.307 -1.851 2.647
H 1.468 -0.683 1.246
H -1.742 -0.694 0.597
H -0.929 0.679 -0.549
H 0.862 1.190 -0.261
H 0.239 -0.186 -1.332
*
```

Calculated values
* relative energy (zero: lowest compared OMol25 entry of this formula, charge and spin): 168.8 kJ/mol
* E_tot: -15712.096 eV
* E_LUMO: 1.14 eV

=====

Molecular formula: C3H5Cl3NOP
Method: DFT, ωB97M-V with the def2-TZVPD basis set

```
! RIJCOSX wB97M-V def2-TZVPD def2/J DEFGRID3
* xyz 0 1
C -0.643 -1.439 -0.034
C 1.281 -0.168 -0.467
C -4.033 0.146 -0.048
N -0.063 -0.366 -0.181
O -1.962 -1.353 0.218
P -2.443 0.192 0.554
Cl -0.069 -3.072 -0.076
Cl -4.465 1.900 -0.196
Cl -5.324 -0.907 0.409
H 2.009 -0.368 0.307
H 1.565 -0.536 -1.462
H 1.438 0.967 -0.531
H -1.540 0.157 1.543
H -1.753 0.923 -0.387
*
```

Calculated values
* relative energy (zero: lowest compared OMol25 entry of this formula, charge and spin): 215.7 kJ/mol
* E_tot: -53582.371 eV
* E_LUMO: 0.43 eV

=====

Molecular formula: C3H5ClF2
Method: DFT, ωB97M-V with the def2-TZVPD basis set

```
! RIJCOSX wB97M-V def2-TZVPD def2/J DEFGRID3
* xyz 0 1
C 2.140 0.497 -0.167
C 0.877 -0.311 -0.342
C -0.314 0.357 0.391
H 2.007 1.541 -0.195
H 2.533 0.175 0.817
H 2.913 0.164 -0.889
H 0.650 -0.536 -1.389
H -0.134 0.184 1.472
F 1.107 -1.448 0.281
F -0.374 1.675 0.071
Cl -1.811 -0.401 -0.134
*
```

Calculated values
* SMILES string: C[C@@H](F)[C@@H](F)Cl
* relative energy (zero: lowest compared OMol25 entry of this formula, charge and spin): 20.2 kJ/mol
* E_tot: -21149.263 eV
* E_LUMO: 1.08 eV

=====

Molecular formula: C3H5ClF3PS
Method: DFT, ωB97M-V with the def2-TZVPD basis set

```
! RIJCOSX wB97M-V def2-TZVPD def2/J DEFGRID3
* xyz 0 1
C -1.222 -0.879 1.229
C 1.109 -0.151 -1.476
C 1.781 0.455 -0.291
F 1.360 1.757 -0.162
F 3.115 0.570 -0.453
F 1.606 -0.144 0.901
P -1.517 0.486 0.086
S -1.953 2.184 0.905
Cl -2.801 -0.116 -1.203
H -0.251 -1.376 1.057
H -1.300 -0.304 2.270
H -2.152 -1.647 1.092
H 0.713 -1.099 -1.463
H 1.511 0.265 -2.492
*
```

Calculated values
* relative energy (zero: lowest compared OMol25 entry of this formula, charge and spin): 132.4 kJ/mol
* E_tot: -43989.171 eV
* E_LUMO (spin up / spin down): -1.15 / -1.56 eV

=====

Molecular formula: C3H5ClN2O
Method: DFT, ωB97M-V with the def2-TZVPD basis set

```
! RIJCOSX wB97M-V def2-TZVPD def2/J DEFGRID3
* xyz 0 1
C -0.282 -1.072 -0.449
C -0.008 -0.276 0.622
C 0.457 1.112 0.617
H -0.595 -2.874 -1.356
H -0.691 -2.851 0.439
H -0.213 -0.579 -1.418
H 0.908 1.568 1.509
H 0.373 3.510 -1.068
N -0.758 -2.369 -0.471
N 0.211 1.783 -0.410
O 0.709 3.063 -0.235
Cl -0.113 -1.014 2.220
*
```

Calculated values
* SMILES string: N/C=C(Cl)/C=N/O
* relative energy (zero: lowest compared OMol25 entry of this formula, charge and spin): 245.2 kJ/mol
* E_tot: -20740.077 eV
* E_LUMO: 0.82 eV

=====

Molecular formula: C3H5ClO
Method: DFT, ωB97M-V with the def2-TZVPD basis set

```
! RIJCOSX wB97M-V def2-TZVPD def2/J DEFGRID3
* xyz 0 1
C 0.416 0.064 -0.036
C 1.510 0.247 -2.277
C -0.975 0.129 0.616
O 0.580 0.043 -1.360
Cl 0.948 0.193 -3.942
H 1.250 0.080 0.706
H 2.635 0.137 -2.122
H -1.622 0.745 0.052
H -0.949 0.769 1.457
H -1.159 -0.971 0.818
*
```

Calculated values
* relative energy (zero: lowest compared OMol25 entry of this formula, charge and spin): 403.7 kJ/mol
* E_tot: -17757.594 eV
* E_LUMO (spin up / spin down): 0.95 / 0.78 eV